Record 1
This record from OMol25 describes a structure of composition C22H28CoN5S2Si. The level of theory is ωB97M-V/def2-TZVPD.

E_tot ... -3597.66637 hartree
Frontier orbital gap (spin up / spin down) ... 6.505 / 6.556 eV
Relative energy (zero: lowest compared OMol25 entry of this formula, charge and spin) ... 0.000 eV
Net charge ... -1
HOMO (spin up / spin down) ... -3.995 / -4.048 eV
Spin multiplicity ... 2

```
59
Properties=species:S:1:pos:R:3:forces:R:3
C 1.546894 3.599549 0.162403 0.02 0.06 0.03
H -4.179303 2.139572 1.203029 0.00 -0.01 0.01
C -2.283425 1.360590 0.565349 -0.06 0.01 -0.07
H -1.386693 -0.017203 4.981220 -0.01 0.00 0.02
H 0.229735 -3.203038 -2.556579 -0.01 0.02 -0.04
S 2.468739 0.011856 0.009666 0.16 0.01 0.05
C -3.153234 3.506159 -0.094158 -0.01 0.02 0.02
H 1.598308 -3.447759 -1.482396 0.03 0.02 0.01
C 2.921252 -0.272707 -1.657792 0.06 0.07 0.08
N 1.434178 2.770940 -1.049207 0.19 -0.03 -0.08
C -0.835143 -1.700070 1.577751 -0.19 -0.37 -0.47
H -2.168583 -3.267767 2.262318 0.01 -0.04 0.01
H 0.657655 3.447035 0.768582 0.03 0.01 0.00
C -1.672927 -2.344393 2.522432 0.13 0.22 0.34
H -0.570714 -4.989282 1.896319 0.01 -0.02 0.03
H 0.303424 -5.869413 0.640920 0.00 -0.03 -0.01
C 2.610725 2.932145 -1.934565 -0.03 -0.03 0.06
C 2.509229 -0.548185 -4.019184 -0.11 -0.07 0.19
H 0.881692 1.616520 2.462329 0.03 0.00 -0.02
H -1.873626 4.619915 -1.400628 0.01 -0.02 -0.02
C 0.126104 -4.877861 1.064182 -0.02 -0.01 0.02
Co 0.068090 -0.189810 -0.168112 -0.23 0.34 0.16
C -1.851248 -1.738632 3.742437 0.00 0.02 -0.04
H 1.630741 4.644882 -0.132872 0.00 0.03 0.03
C 2.020648 -0.413312 -2.668859 0.03 0.02 -0.21
N 2.865976 -0.644904 -5.109641 0.02 0.03 -0.05
H -2.167028 -5.339401 -1.186734 0.00 -0.03 -0.01
C -1.253086 -0.503844 4.025551 0.04 -0.05 -0.03
H 2.695132 3.978695 -2.227023 -0.02 0.01 0.02
S 0.289627 -0.342780 -2.496289 0.03 0.08 0.35
N 5.461671 -0.185505 -2.145039 0.07 0.01 -0.02
H 1.070421 -4.507784 1.467586 0.04 0.01 0.00
C 4.327762 -0.248717 -1.951110 -0.21 -0.03 0.06
N -0.293752 -0.485769 1.862208 -0.09 -0.03 -0.43
C -3.288403 2.320042 0.611585 0.03 -0.01 -0.01
H -2.664441 -3.675849 -1.520906 -0.01 0.02 -0.03
C -1.019342 2.710521 -0.899047 -0.23 0.00 0.04
H 2.431236 3.277566 0.706883 0.04 0.01 0.03
H 0.685528 -4.847015 -2.073714 0.01 -0.04 -0.01
C 0.600187 -3.812097 -1.733245 0.04 -0.02 -0.02
C -1.102730 1.495730 -0.188422 0.14 0.00 -0.10
N -0.559057 -2.094948 0.331861 0.11 -0.22 0.11
C -0.499496 0.104435 3.034158 0.07 0.12 0.03
C 0.157211 2.982217 -1.782628 0.06 -0.08 -0.08
H 0.179804 2.269059 -2.607508 0.01 0.02 -0.06
H 0.166312 4.004027 -2.171268 -0.02 0.00 0.04
H 1.440730 1.772757 -0.703060 0.03 -0.11 -0.07
C 0.104471 1.467683 3.209104 0.02 0.00 0.07
H -3.922289 4.268261 -0.060228 0.00 0.00 0.00
H 0.535679 1.580116 4.205122 -0.02 0.01 0.00
H 3.500372 2.610735 -1.395858 -0.02 0.00 -0.01
C -2.226840 -4.332401 -0.766907 -0.02 0.02 0.02
H -2.911697 -4.363669 0.083559 -0.03 0.00 0.02
H -2.478473 -2.211934 4.489866 -0.01 0.00 0.01
Si -0.526645 -3.704860 -0.256466 -0.06 0.03 -0.01
H -0.656601 2.239536 3.075970 -0.02 0.00 -0.04
H 2.474133 2.304183 -2.810897 0.00 0.01 0.00
C -2.005612 3.694920 -0.845365 -0.01 0.00 0.04
H -2.443276 0.451292 1.133343 -0.04 -0.02 0.03
```
Forces are in eV/Å.

Here are the Mulliken charges for atoms 1 to 8, given in e: -0.858 0.447 0.105 0.445 0.276 -0.562 -0.663 0.185

***

Record 2
This record from OMol25 describes an isolated molecule of C22H28F3N3O2. The level of theory is ωB97M-V/def2-TZVPD.

E_tot ... -1469.50077 hartree
Frontier orbital gap ... 8.879 eV
Relative energy (zero: lowest compared OMol25 entry of this formula, charge and spin) ... 1.223 eV
Net charge ... 0
HOMO ... -8.346 eV
SMILES ... O=C(NC1CC1)C1CCN(C2CCN(C(=O)c3ccc(C(F)(F)F)cc3)CC2)CC1
Spin multiplicity ... 1

```
58
Properties=species:S:1:pos:R:3:forces:R:3
H -2.007367 -3.326803 1.269232 -0.03 0.01 -0.01
C -1.008713 -0.872001 1.638844 0.35 0.33 -0.05
F -3.686681 5.325915 3.679502 -0.18 -0.18 0.13
C 2.043725 -3.469311 -1.174038 0.11 -0.12 -0.04
H -0.740166 -1.591439 2.421285 -0.01 0.07 0.03
O 3.608032 -0.917506 0.299225 0.18 -0.07 0.40
H 0.860791 2.782437 0.519684 -0.03 0.03 0.12
H 2.918840 1.300884 0.747368 -0.05 0.11 -0.04
H 4.457262 -1.391666 -2.472405 -0.04 0.01 0.04
H 0.738883 2.322138 -1.225334 -0.02 -0.08 -0.13
H -3.257279 -2.808434 0.107948 0.14 -0.04 0.13
H -2.090844 1.595910 -0.360194 0.07 -0.05 -0.12
F -3.244340 5.882767 1.649509 -0.07 -0.06 -0.22
H 3.019538 3.263418 -1.661456 0.00 -0.06 -0.12
H 4.077721 -3.050383 -0.539808 0.02 -0.06 -0.06
C -3.044091 3.586694 2.190476 -0.05 0.06 0.04
H 2.411958 -0.601301 -3.635835 -0.02 -0.02 -0.09
H -1.104238 0.113869 2.095497 0.03 -0.17 0.03
C -1.220908 -2.660073 -0.636356 0.25 -0.10 0.35
H -1.526913 -1.975703 -1.429376 -0.03 0.01 -0.08
C -2.458584 3.210349 0.987487 -0.08 0.01 0.16
C -3.331720 -0.464729 0.871079 -0.05 0.18 0.19
C 0.163143 -2.254593 -0.096904 -0.31 0.32 -0.02
C 3.497824 -3.046587 -1.461988 0.06 0.08 0.07
C 3.302216 -0.646757 -0.843851 0.15 -0.03 -0.42
H 1.998421 -4.030513 -0.241054 -0.05 -0.02 -0.03
C -3.781340 1.339673 2.557720 0.09 -0.13 -0.13
H 0.547582 -0.701794 -2.207247 -0.04 -0.01 -0.05
N -2.273432 -1.274651 1.069598 0.09 -0.24 0.10
H -1.183404 -3.670106 -1.047440 -0.02 -0.04 -0.08
H 2.631626 0.791069 -2.151802 0.05 -0.16 -0.01
C 0.069888 -0.868069 0.557527 -0.02 -0.38 0.26
C -2.255256 -2.600376 0.487774 -0.27 -0.19 -0.38
N 1.240292 -2.274009 -1.057973 -0.05 -0.14 -0.10
H 0.340175 -2.286242 -2.983964 0.00 0.10 0.05
H 1.669635 -4.124565 -1.979911 -0.01 -0.05 0.07
F -1.652864 5.323587 2.980162 0.14 -0.13 -0.01
C -3.183361 0.949123 1.366423 -0.24 0.19 -0.06
C -2.533851 1.893293 0.577914 -0.01 -0.05 0.08
H -4.168266 2.961709 3.903857 -0.03 0.03 0.06
H 2.517684 -2.343994 -3.770036 0.03 0.06 -0.05
O -4.362348 -0.826033 0.334507 -0.26 0.03 -0.14
C 2.373095 -1.527567 -3.059916 0.04 0.07 0.11
C 3.488051 -1.618122 -2.014884 0.12 -0.21 0.11
C 1.014105 -1.678377 -2.352745 -0.19 -0.03 -0.08
H 3.963062 -3.729746 -2.172770 0.04 0.01 -0.05
C -2.919594 5.018267 2.626539 0.15 0.29 0.08
C 2.753061 3.045502 -0.637951 0.15 0.04 0.05
C 1.384454 2.480765 -0.373894 -0.12 -0.05 0.12
H 1.037671 -0.617331 0.988304 0.09 0.04 0.00
C 2.599540 1.611597 -0.238321 -0.01 0.10 0.19
H 3.172982 3.736421 0.075375 0.03 0.04 0.10
N 2.839683 0.578837 -1.190782 -0.16 0.36 -0.28
C -3.708727 2.656293 2.976625 0.11 0.18 -0.09
H -0.177779 -0.115737 -0.191375 0.00 0.12 -0.08
H -1.954298 3.947950 0.381604 0.04 0.06 -0.08
H -4.304071 0.609921 3.156494 -0.07 -0.08 0.06
H 0.439494 -2.963870 0.692048 -0.02 0.02 -0.02
```
Forces are in eV/Å.

Here are the Mulliken charges for atoms 1 to 8, given in e: 0.351 -1.477 -0.284 -0.766 0.369 -0.708 0.217 0.557

***

Record 3
This record from OMol25 describes a cluster of 3 separate species, C22H28F7N3O3PS2 in total at a distorted geometry. The level of theory is ωB97M-V/def2-TZVPD.

E_tot ... -3081.45540 hartree
Frontier orbital gap (spin up / spin down) ... 8.128 / 8.132 eV
Net charge ... 0
HOMO (spin up / spin down) ... -9.073 / -9.076 eV
Spin multiplicity ... 2

```
66
Properties=species:S:1:pos:R:3:forces:R:3
C 1.684091 2.073806 0.520155 -0.04 3.13 0.29
C 2.919398 -3.152145 -6.570404 -0.21 0.07 -0.16
H -3.376218 1.710560 6.566966 0.04 -0.07 -0.04
O -2.129840 -1.414109 -1.404810 0.85 3.98 3.69
C 0.937815 -2.051170 -7.361247 0.22 -0.17 -0.01
N -1.680264 0.829762 7.342640 0.02 -0.60 -0.83
N 1.919736 -1.390238 -5.257360 -0.09 -0.60 -0.73
F -4.767446 0.653756 -1.965434 -2.26 -0.16 4.89
H -1.888080 0.731020 -2.871686 1.26 -0.65 0.57
H 2.275550 -0.168624 2.816090 -1.06 -1.14 -1.56
H -0.435116 1.558344 1.193763 1.26 0.21 -2.13
H 3.708159 -3.887772 -6.679789 -0.07 0.08 0.04
H 0.016984 -0.185283 7.928665 -0.03 -0.02 -0.07
C 3.457450 -1.439767 0.313411 -0.46 0.12 -0.34
H 1.732378 -0.570425 -1.702038 -1.27 -0.23 2.13
C -2.662185 0.168830 5.238753 0.20 -0.17 -0.01
C -0.680602 -0.932145 6.029596 -0.20 0.07 -0.17
C 1.931635 -3.008175 -7.538957 -0.01 0.01 0.00
H 3.065487 3.943044 0.125559 -1.97 -1.07 -0.92
H 2.694101 2.861754 -1.377798 -1.18 1.28 1.99
H 0.108159 -1.667772 5.920211 -0.06 0.06 0.03
H 1.129244 1.966231 2.837316 1.30 1.33 -1.43
H 0.746522 -1.853754 -0.735589 0.62 2.38 0.42
F -2.646276 0.569316 2.087519 -0.78 -0.03 -4.75
C 2.158947 -0.407268 0.531077 0.97 -2.78 -0.40
P -0.446097 0.737073 -2.592044 -0.53 1.03 -0.68
C 2.870534 -2.329188 -5.456625 -0.57 0.65 0.25
F -6.001856 1.748659 -0.088322 2.12 -4.16 -2.60
H 4.157043 -0.960069 -0.495905 -1.23 -1.00 1.69
C 2.197313 3.362780 -0.414847 0.79 -1.29 -0.84
H 1.936253 -3.636246 -8.425047 0.00 0.08 0.11
C 1.594625 -0.714590 2.036663 -0.46 0.72 0.10
H -1.663747 -1.416246 4.174953 0.00 0.07 0.05
C -2.624828 0.947438 6.384304 0.60 0.01 0.72
H 1.621045 -1.882098 2.240475 -0.25 2.57 -0.54
H 0.499244 -0.266436 2.193784 2.35 -1.30 -0.34
C 1.119883 -0.736608 -0.690882 0.68 0.43 -0.24
H 1.315556 4.036337 -0.786214 1.77 -1.22 0.99
H 3.616984 -2.405283 -4.671335 -0.03 -0.02 -0.08
F -3.030633 1.859207 0.081559 0.34 -4.23 1.49
C -0.729466 -0.109188 7.143375 -0.61 0.69 0.23
H 0.153718 -1.914595 -8.097321 0.07 0.01 0.09
C 1.670971 2.681185 2.078621 -0.61 0.63 -0.52
C 0.136766 1.709282 0.159153 -0.59 0.12 0.90
H 1.013614 3.670079 2.004871 1.30 -2.10 0.17
C -2.971163 0.478851 0.614821 -1.21 2.54 2.88
S 0.202384 2.484497 -3.151319 0.13 -0.10 0.21
H 2.738204 3.033409 2.427314 -2.15 -1.08 -0.75
C -4.481768 -0.159479 0.524584 -1.72 -1.77 1.90
C -5.432163 0.498090 -0.650082 -2.56 -0.28 -0.88
F -6.573347 -0.462186 -0.877687 3.93 3.59 0.74
F -5.132480 0.129250 1.857052 1.94 -0.89 -4.46
H 0.219820 -0.255631 -3.398684 -0.70 -0.05 0.89
H -0.352278 2.686520 -0.321478 1.07 -2.47 0.71
O -1.291970 -1.704998 0.924130 -1.37 4.86 -2.68
S -1.652310 -0.613152 -0.142590 1.74 -8.40 -1.19
C 0.975172 -1.272562 -6.215696 0.57 0.00 0.69
C -0.103695 0.350515 -0.713465 0.15 0.39 -0.07
H -3.446282 0.305405 4.502679 0.06 -0.01 0.09
H 4.037721 -1.606797 1.336766 -1.28 0.41 -2.38
H 3.049841 -2.471354 -0.120279 0.88 2.16 1.13
F -4.529800 -1.631908 0.365492 0.58 4.95 0.53
N 2.698288 0.982260 0.305456 0.31 -0.15 3.13
H 0.223782 -0.509440 -6.033034 0.03 -0.04 -0.07
O 3.863861 1.207617 0.939150 -2.59 -0.34 -1.77
C -1.668365 -0.788175 5.061043 0.00 -0.02 -0.05
```
Forces are in eV/Å.

Here are the Mulliken charges for atoms 1 to 8, given in e: 0.977 -0.506 0.362 -0.627 -0.612 -0.581 -0.329 -0.191

***

Record 4
This record from OMol25 describes a structure of composition C22H28IrN5O4S2Si2 at a distorted geometry. The level of theory is ωB97M-V/def2-TZVPD.

E_tot ... -2909.54223 hartree
Frontier orbital gap (spin up / spin down) ... 4.818 / 6.527 eV
Net charge ... -2
HOMO (spin up / spin down) ... -0.894 / -2.888 eV
Spin multiplicity ... 5

```
64
Properties=species:S:1:pos:R:3:forces:R:3
H 3.704078 2.174701 -2.455549 -0.04 0.00 -0.05
N 1.773938 -1.607111 -6.279972 -0.03 -0.01 0.00
H -0.744572 -2.268069 -1.502462 0.03 0.08 -0.02
C -0.098736 2.404997 3.834169 0.00 -0.13 0.01
S -3.068087 1.233287 0.176540 0.61 -0.38 0.03
H 2.908791 0.621412 -2.771989 -0.03 -0.04 -0.02
N 0.999355 -0.922468 -2.963462 0.02 -0.17 0.38
H 2.142135 0.069311 1.622080 0.05 0.00 -0.06
C 1.275938 4.608153 -2.066785 0.06 0.01 -0.04
H -2.288086 2.905926 -2.265748 -0.02 0.04 -0.02
C -0.391653 -0.100315 2.727973 0.33 0.58 0.24
H 4.365029 0.684328 -1.781532 0.01 0.00 -0.01
N -0.677618 -1.346380 2.219338 0.06 -0.31 0.63
O -3.666563 -0.989743 -1.591576 0.07 0.05 0.11
H 0.704747 2.812424 0.176200 -0.20 -0.07 0.01
C 3.434256 1.207492 -2.021957 0.05 -0.01 0.10
C -2.656580 -4.875580 -0.489276 0.09 0.14 0.03
C -2.807390 -4.521524 0.847163 0.02 0.05 -0.04
C -0.295121 2.281346 2.472206 -0.02 0.02 0.11
H 3.817344 0.071590 1.060439 0.00 -0.05 -0.02
H -0.377036 3.173065 1.865316 0.03 0.04 -0.02
S -3.142274 0.352371 -1.713262 -0.10 0.16 -0.33
C 0.485147 2.249193 -3.779470 0.07 0.10 -0.01
H -0.068325 1.317300 -3.856076 -0.06 -0.10 -0.04
C 2.514775 -2.823864 -3.097490 -0.21 0.36 -0.26
O -3.850343 1.198263 -2.650191 -0.07 0.03 0.18
Ir -0.707308 0.549344 -0.031239 -1.49 1.17 0.46
H -2.335088 -3.075600 2.367075 -0.01 -0.02 -0.03
N -0.845730 -1.372304 0.980477 -0.36 0.63 -0.53
N 3.169035 -3.639980 -2.594322 -0.01 -0.04 0.01
C -0.155247 0.021206 4.103749 -0.17 0.02 -0.01
H -0.123548 -0.874108 4.712706 -0.02 -0.02 0.00
H -1.791964 4.121018 -1.080889 0.00 -0.03 0.00
O 1.028927 -0.913291 -1.712787 0.06 0.15 -0.29
C -1.447803 -2.566675 0.490248 0.06 -0.50 -0.07
H 2.618553 -0.952032 0.250495 -0.05 -0.05 -0.02
H -3.407678 -5.133698 1.509616 0.00 0.00 0.01
C 0.674304 2.035408 -0.604625 0.13 -0.28 0.24
H -0.013763 3.393238 4.272399 0.01 0.01 0.01
H -1.652139 4.466192 -2.810543 -0.03 0.01 -0.02
C -1.910201 -4.060270 -1.327479 -0.03 -0.11 0.00
H 3.295165 3.826209 -0.131374 -0.02 -0.04 0.04
H -3.131464 -5.768593 -0.876009 -0.01 -0.01 0.00
C -1.554318 3.680436 -2.053474 0.13 0.12 0.04
C 1.737169 -1.818397 -3.720284 0.39 -0.45 -0.28
H 0.121360 2.937010 -4.550657 -0.01 -0.04 0.01
C -0.003235 1.273642 4.657868 0.03 0.00 -0.02
H 1.539128 2.048385 -3.979416 -0.02 -0.04 0.01
C 1.741506 -1.693276 -5.123785 0.05 -0.02 0.23
O -1.662716 0.383263 -1.997712 0.32 -0.61 -0.35
H 4.407425 2.651768 0.593173 0.03 0.02 0.00
H 2.903516 3.070183 1.423777 0.01 0.02 -0.01
Si 2.461494 1.460728 -0.429572 -0.01 0.13 -0.09
C 3.351558 2.895422 0.439919 0.04 0.03 0.06
Si 0.207847 3.037354 -2.108241 -0.12 0.05 -0.07
C -0.404299 1.022359 1.863883 0.38 -0.72 -0.26
C -1.310677 -2.908043 -0.844148 0.04 0.13 -0.16
H 1.098817 5.183234 -1.152495 0.02 -0.01 -0.01
H 2.344381 4.385621 -2.125235 -0.01 0.01 -0.02
C 2.773996 0.012229 0.730656 -0.02 0.05 0.05
H 0.168905 1.383323 5.721236 0.01 0.01 0.01
H -1.796711 -4.313936 -2.373752 0.01 0.03 0.01
H 1.018272 5.242547 -2.920902 0.01 0.02 0.01
C -2.209629 -3.371827 1.334718 -0.03 -0.02 0.13
```
Forces are in eV/Å.

Here are the Mulliken charges for atoms 1 to 8, given in e: 0.334 -0.713 0.380 -0.757 -0.398 0.059 0.234 0.218